{"formula": "C47H56BInN9OPS4", "method": "ωB97M-V with the def2-TZVPD basis set", "species": ["In", "N", "C", "S", "N", "N", "C", "C", "C", "C", "C", "C", "C", "O", "H", "H", "H", "H", "H", "H", "H", "C", "C", "C", "C", "N", "C", "C", "N", "B", "N", "C", "C", "N", "C", "S", "C", "C", "C", "C", "N", "C", "C", "N", "C", "S", "C", "C", "C", "C", "C", "S", "H", "H", "H", "H", "H", "H", "H", "H", "H", "H", "H", "H", "H", "H", "H", "H", "H", "H", "H", "H", "H", "H", "H", "H", "H", "H", "H", "H", "H", "H", "H", "H", "H", "H", "C", "C", "C", "C", "C", "C", "P", "C", "C", "C", "C", "C", "C", "C", "C", "C", "C", "C", "C", "H", "H", "H", "H", "H", "H", "H", "H", "H", "H", "H", "H", "H", "H", "H"], "positions_angstrom": [[0.7858, -0.2427, -0.6454], [5.0592, -1.4496, -1.2299], [3.7812, -1.2026, -0.8142], [2.5680, -1.3130, -2.0746], [3.6261, -0.9653, 0.4509], [2.3177, -0.8050, 0.8655], [2.1219, -0.8881, 2.1323], [0.8556, -0.8017, 2.8189], [0.9072, -0.9143, 4.2212], [-0.2251, -0.9001, 4.9967], [-1.4662, -0.7716, 4.3625], [-1.5527, -0.6606, 2.9964], [-0.4027, -0.6668, 2.1802], [-0.5776, -0.5803, 0.8838], [5.2573, -1.3389, -2.2079], [5.7883, -1.2209, -0.5737], [3.0049, -1.0675, 2.7462], [1.8806, -1.0195, 4.6879], [-0.1592, -0.9849, 6.0725], [-2.3734, -0.7485, 4.9544], [-2.5057, -0.5328, 2.4989], [3.2877, 4.0083, -3.1249], [2.2999, 3.1947, -3.9624], [2.1644, 3.8665, -5.3277], [2.7693, 1.7543, -4.1455], [0.9593, 3.1809, -3.2979], [-0.2268, 3.5150, -3.9316], [-1.2229, 3.3180, -3.0477], [-0.6649, 2.8798, -1.8701], [-1.4685, 2.5009, -0.5979], [-2.6433, 1.5724, -1.0622], [-3.9646, 1.7558, -0.7410], [-4.6434, 0.6580, -1.1268], [-3.7299, -0.2207, -1.6824], [-2.5063, 0.3636, -1.6312], [-1.0566, -0.2552, -2.3724], [-4.0458, -1.6435, -2.0241], [-3.6183, -1.9744, -3.4524], [-3.3452, -2.5205, -0.9916], [-5.5545, -1.8566, -1.9181], [-2.0139, 3.7909, 0.0457], [-1.9526, 5.0699, -0.4801], [-2.3942, 5.9287, 0.4531], [-2.7321, 5.1901, 1.5782], [-2.4861, 3.8639, 1.3267], [-2.6915, 2.5340, 2.3392], [-3.2587, 5.7683, 2.8448], [-4.6588, 5.2171, 3.1135], [-2.2959, 5.4497, 3.9880], [-3.3556, 7.2857, 2.7012], [0.6629, 2.7716, -2.0377], [1.7566, 2.1482, -0.8545], [4.1929, 4.1675, -3.7118], [3.5556, 3.4979, -2.2046], [2.8684, 4.9841, -2.8726], [3.1584, 3.9385, -5.7662], [1.7595, 4.8762, -5.2445], [1.5479, 3.2848, -6.0140], [3.7274, 1.7471, -4.6688], [2.0466, 1.1899, -4.7379], [2.8959, 1.2575, -3.1867], [-0.2665, 3.8685, -4.9423], [-2.2851, 3.4501, -3.1581], [-0.7863, 1.9036, 0.1686], [-4.3086, 2.6383, -0.2358], [-5.6870, 0.4329, -1.0388], [-2.5392, -1.9833, -3.5683], [-4.0479, -1.2582, -4.1560], [-3.9886, -2.9695, -3.7028], [-2.2659, -2.3823, -1.0333], [-3.5704, -3.5706, -1.1803], [-3.6857, -2.2617, 0.0130], [-6.1064, -1.2084, -2.6010], [-5.9207, -1.7091, -0.9019], [-5.7621, -2.8892, -2.1954], [-1.5786, 5.2754, -1.4658], [-2.4825, 6.9961, 0.4070], [-4.6374, 4.1355, 3.2187], [-5.3316, 5.4838, 2.2954], [-5.0467, 5.6559, 4.0344], [-2.1952, 4.3762, 4.1272], [-2.6744, 5.8950, 4.9096], [-1.3111, 5.8721, 3.7789], [-4.0422, 7.5783, 1.9053], [-2.3807, 7.7416, 2.5230], [-3.7426, 7.6861, 3.6376], [4.4687, -5.8105, -0.7551], [3.5474, -6.1538, -1.7329], [2.2849, -5.5742, -1.7398], [1.9336, -4.6426, -0.7681], [2.8683, -4.3019, 0.2091], [4.1255, -4.8827, 0.2195], [0.3153, -3.7886, -0.6772], [-0.5062, -4.4043, -2.1972], [-1.5174, -5.3601, -2.2169], [-2.1101, -5.7393, -3.4156], [-1.6931, -5.1742, -4.6111], [-0.6838, -4.2194, -4.6034], [-0.1038, -3.8316, -3.4062], [-0.4922, -4.7391, 0.6630], [-0.3098, -6.1080, 0.8634], [-0.9320, -6.7499, 1.9218], [-1.7344, -6.0291, 2.8000], [-1.9084, -4.6661, 2.6194], [-1.2870, -4.0246, 1.5552], [5.4535, -6.2602, -0.7549], [3.8100, -6.8755, -2.4964], [1.5761, -5.8466, -2.5121], [2.6097, -3.5679, 0.9636], [4.8413, -4.5992, 0.9805], [-1.8512, -5.8122, -1.2913], [-2.8960, -6.4847, -3.4120], [-2.1524, -5.4732, -5.5448], [-0.3532, -3.7695, -5.5312], [0.6820, -3.0846, -3.4059], [0.3320, -6.6687, 0.1933], [-0.7842, -7.8122, 2.0707], [-2.2101, -6.5318, 3.6327], [-2.5100, -4.0922, 3.3131], [-1.4028, -2.9561, 1.4228]], "lowdin_charge": [0.221, 0.067, -0.842, 0.621, 0.006, -0.111, -0.062, -0.134, -0.051, -0.098, -0.079, -0.063, -0.350, -0.197, 0.072, 0.096, 0.132, 0.108, 0.096, 0.105, 0.101, -0.046, -0.541, -0.055, -0.041, 0.020, -0.026, -0.060, 0.020, -0.630, 0.072, -0.045, -0.025, 0.016, -0.575, 0.741, -0.530, -0.043, -0.024, -0.052, 0.041, -0.048, -0.049, -0.001, -0.709, 0.693, -0.559, -0.049, -0.049, -0.062, -0.639, 0.724, 0.088, 0.037, 0.095, 0.090, 0.091, 0.086, 0.095, 0.096, 0.007, 0.113, 0.136, 0.070, 0.115, 0.112, 0.020, 0.094, 0.086, 0.038, 0.091, 0.098, 0.092, 0.086, 0.092, 0.107, 0.106, 0.032, 0.088, 0.087, 0.028, 0.087, 0.091, 0.085, 0.086, 0.089, -0.091, -0.083, -0.084, -0.379, -0.110, -0.080, 1.092, -0.380, -0.092, -0.087, -0.096, -0.084, -0.121, -0.365, -0.093, -0.083, -0.087, -0.071, -0.090, 0.099, 0.100, 0.100, 0.093, 0.104, 0.098, 0.102, 0.100, 0.105, 0.070, 0.108, 0.101, 0.100, 0.103, 0.074], "orbital_gap_ev": 7.41, "homo_energy_ha": -0.25426, "de_lowest_kj_mol": 26.2}